# 1
Computed, not measured: a cluster of 2 separate species, C29H44BF2N7O10 in total at a distorted geometry, with ωB97M-V/def2-TZVPD.

Bonds (Å) are listed after each position.
Cartesian coordinates (Å):
1 C -2.140 -2.782 5.004  C2 1.557, H41 1.111, H42 1.107, H43 1.103
2 C -1.142 -1.752 4.399  C1 1.557, O3 1.452, H44 1.105, H45 1.107
3 O -1.949 -0.759 3.713  C2 1.452, C4 1.349
4 C -1.292 -0.185 2.685  O3 1.349, O5 1.202, C6 1.531
5 O -0.099 -0.039 2.733  C4 1.202
6 C -2.158 0.285 1.513  C4 1.531, C7 1.554, H46 1.112, H47 1.105
7 C -1.682 -0.300 0.154  C6 1.554, C8 1.582, H48 1.108, H49 1.108
8 C -0.287 0.293 -0.302  C7 1.582, C9 1.583, H50 1.107, H51 1.106
9 C -0.116 0.377 -1.873  C8 1.583, C10 1.552, N17 1.508, C29 1.598
10 C -0.851 -0.780 -2.601  C9 1.552, C11 1.593, H52 1.105, H53 1.112
11 C -0.378 -2.208 -2.078  C10 1.593, C12 1.580, H54 1.101, H55 1.112
12 C 0.445 -2.971 -3.189  C11 1.580, C13 1.558, H56 1.106, H57 1.108
13 C -0.475 -3.980 -3.939  C12 1.558, O14 1.450, H58 1.109, H59 1.109
14 O 0.276 -4.432 -5.095  C13 1.450, C15 1.372
15 C -0.433 -4.201 -6.247  O14 1.372, O16 1.180, H60 1.115
16 O 0.093 -3.714 -7.185  C15 1.180
17 N 1.352 0.108 -2.091  C9 1.508, C18 1.422, H61 1.021
18 C 2.059 1.095 -1.352  N17 1.422, N19 1.293, N26 1.366
19 N 2.862 0.645 -0.444  C18 1.293, C20 1.466, H62 1.023
20 C 3.650 1.477 0.471  N19 1.466, C21 1.548, H63 1.108, H64 1.112
21 C 4.355 0.654 1.576  C20 1.548, O22 1.190, N23 1.417
22 O 5.152 1.189 2.279  C21 1.190
23 N 4.064 -0.719 1.773  C21 1.417, C24 1.499, C25 1.471
24 C 2.654 -0.864 2.261  N23 1.499, H65 1.109, H66 1.101, H67 1.111
25 C 5.033 -1.366 2.672  N23 1.471, H68 1.104, H69 1.110, H70 1.110
26 N 1.865 2.435 -1.533  C18 1.366, N27 1.396, C28 1.476
27 N 2.972 3.211 -1.881  N26 1.396, H71 1.024, H72 1.019
28 C 0.517 2.916 -1.892  N26 1.476, C29 1.570, H73 1.111, H74 1.115
29 C -0.468 1.827 -2.447  C9 1.598, C28 1.570, C30 1.571, C35 1.581
30 C -1.968 2.228 -2.211  C29 1.571, C31 1.565, H75 1.109, H76 1.107
31 C -2.386 2.748 -0.795  C30 1.565, C32 1.563, H77 1.111, H78 1.100
32 C -3.108 4.122 -0.983  C31 1.563, N33 1.452, O34 1.184
33 N -4.459 4.034 -1.510  C32 1.452, H79 1.025, H80 1.025
34 O -2.625 5.167 -0.708  C32 1.184
35 C -0.314 1.755 -4.019  C29 1.581, C36 1.426, C40 1.402
36 C 0.947 2.103 -4.587  C35 1.426, C37 1.417, H81 1.093
37 C 0.976 2.008 -6.000  C36 1.417, C38 1.394, H82 1.097
38 C -0.176 1.629 -6.687  C37 1.394, N39 1.339, H83 1.106
39 N -1.380 1.280 -6.217  C38 1.339, C40 1.342
40 C -1.348 1.359 -4.878  C35 1.402, N39 1.342, H84 1.104
41 H -2.573 -3.395 4.185  C1 1.111
42 H -2.982 -2.262 5.500  C1 1.107
43 H -1.616 -3.451 5.708  C1 1.103
44 H -0.468 -2.311 3.725  C2 1.105
45 H -0.602 -1.308 5.257  C2 1.107
46 H -3.190 -0.089 1.685  C6 1.112
47 H -2.211 1.388 1.548  C6 1.105
48 H -1.556 -1.393 0.284  C7 1.108
49 H -2.483 -0.082 -0.581  C7 1.108
50 H 0.447 -0.419 0.121  C8 1.107
51 H -0.142 1.271 0.194  C8 1.106
52 H -1.953 -0.728 -2.535  C10 1.105
53 H -0.624 -0.821 -3.688  C10 1.112
54 H 0.236 -2.144 -1.166  C11 1.101
55 H -1.321 -2.776 -1.926  C11 1.112
56 H 0.897 -2.258 -3.902  C12 1.106
57 H 1.251 -3.516 -2.658  C12 1.108
58 H -1.402 -3.464 -4.261  C13 1.109
59 H -0.736 -4.822 -3.266  C13 1.109
60 H -1.506 -4.486 -6.350  C15 1.115
61 H 1.579 0.112 -3.087  N17 1.021
62 H 2.964 -0.367 -0.339  N19 1.023
63 H 3.085 2.337 0.882  C20 1.108
64 H 4.478 1.926 -0.119  C20 1.112
65 H 2.295 0.126 2.610  C24 1.109
66 H 2.562 -1.591 3.083  C24 1.101
67 H 2.001 -1.143 1.406  C24 1.111
68 H 6.064 -1.186 2.321  C25 1.104
69 H 4.886 -2.466 2.630  C25 1.110
70 H 4.904 -1.018 3.717  C25 1.110
71 H 3.161 3.867 -1.117  N27 1.024
72 H 2.826 3.792 -2.705  N27 1.019
73 H 0.621 3.764 -2.603  C28 1.111
74 H 0.105 3.403 -0.979  C28 1.115
75 H -2.570 1.322 -2.426  C30 1.109
76 H -2.241 2.989 -2.967  C30 1.107
77 H -3.173 2.070 -0.400  C31 1.111
78 H -1.602 2.782 -0.024  C31 1.100
79 H -5.114 3.918 -0.731  N33 1.025
80 H -4.547 3.150 -2.021  N33 1.025
81 H 1.854 2.395 -4.050  C36 1.093
82 H 1.898 2.232 -6.551  C37 1.097
83 H -0.097 1.606 -7.790  C38 1.106
84 H -2.297 1.050 -4.405  C40 1.104
85 B -2.145 -0.969 8.670  O86 1.487, O91 1.483, F92 1.405, F93 1.406
86 O -1.235 -1.513 7.627  B85 1.487, C87 1.323
87 C -0.073 -1.781 8.199  O86 1.323, O88 1.206, C89 1.503
88 O 0.884 -2.236 7.622  C87 1.206
89 C -0.147 -1.428 9.658  C87 1.503, O90 1.203, O91 1.324
90 O 0.740 -1.551 10.460  C89 1.203
91 O -1.356 -0.956 9.926  B85 1.483, C89 1.324
92 F -3.270 -1.799 8.808  B85 1.405
93 F -2.544 0.335 8.329  B85 1.406

***

# 2
Computed, not measured: a cluster of 6 separate species, C10H24ClN4O8S in total at a distorted geometry, with ωB97M-V/def2-TZVPD.

Bonds (Å) are listed after each position.
Cartesian coordinates (Å):
1 Cl 24.612 21.641 13.161  no bonds
2 O 20.402 24.304 8.112  C3 1.217
3 C 20.986 24.223 9.176  O2 1.217, N4 1.307, C5 1.556
4 N 21.937 23.345 9.360  C3 1.307, H6 1.010, H7 1.010
5 C 20.616 24.933 10.510  C3 1.556, H8 1.090, H9 1.090, H10 1.090
6 H 22.371 22.815 8.618  N4 1.010
7 H 22.219 23.292 10.329  N4 1.010
8 H 19.601 24.640 10.777  C5 1.090
9 H 20.686 26.016 10.413  C5 1.090
10 H 21.237 24.634 11.354  C5 1.090
11 O 27.813 16.677 15.483  C12 1.200
12 C 26.722 16.186 15.569  O11 1.200, N13 1.291, C14 1.524
13 N 25.708 16.674 14.935  C12 1.291, H15 1.010, H16 1.010
14 C 26.558 14.860 16.301  C12 1.524, H17 1.090, H18 1.090, H19 1.090
15 H 25.796 17.526 14.401  N13 1.010
16 H 24.843 16.159 14.848  N13 1.010
17 H 25.536 14.508 16.160  C14 1.090
18 H 26.856 14.887 17.349  C14 1.090
19 H 27.196 14.076 15.893  C14 1.090
20 O 21.008 16.136 14.593  C21 1.199
21 C 20.087 16.887 14.744  O20 1.199, N22 1.335, C23 1.522
22 N 20.339 18.193 14.627  C21 1.335, H24 1.010, H25 1.010
23 C 18.670 16.406 15.019  C21 1.522, H26 1.090, H27 1.090, H28 1.090
24 H 21.256 18.512 14.346  N22 1.010
25 H 19.608 18.823 14.924  N22 1.010
26 H 18.732 15.507 15.633  C23 1.090
27 H 18.172 15.974 14.151  C23 1.090
28 H 18.157 17.199 15.563  C23 1.090
29 O 31.434 22.110 16.051  C30 1.228
30 C 30.433 22.537 15.482  O29 1.228, N31 1.303, C32 1.503
31 N 29.613 21.670 14.959  C30 1.303, H33 1.010, H34 1.010
32 C 30.141 24.000 15.293  C30 1.503, H35 1.090, H36 1.090, H37 1.090
33 H 28.687 21.850 14.599  N31 1.010
34 H 29.584 20.666 15.068  N31 1.010
35 H 29.466 24.386 16.057  C32 1.090
36 H 29.690 24.242 14.331  C32 1.090
37 H 31.072 24.563 15.360  C32 1.090
38 C 23.717 20.616 18.978  C39 1.508, O44 1.434, H45 1.090, H46 1.090
39 C 25.025 21.365 18.930  C38 1.508, O40 1.429, H47 1.090, H48 1.090
40 O 25.882 20.303 19.354  C39 1.429, S41 1.628
41 S 25.339 19.466 20.641  O40 1.628, O42 1.464, O43 1.487, O44 1.670
42 O 25.730 20.311 21.770  S41 1.464
43 O 25.807 18.055 20.662  S41 1.487
44 O 23.780 19.739 20.110  C38 1.434, S41 1.670
45 H 23.587 20.077 18.039  C38 1.090
46 H 22.867 21.217 19.301  C38 1.090
47 H 24.977 22.150 19.685  C39 1.090
48 H 25.287 21.790 17.961  C39 1.090

Calculated values
charge	-1
ΔE to the lowest compared entry with this formula, charge and spin	69.2	kJ/mol

***

# 3
Computed, not measured: a cluster of 2 separate species, C2H7N3O in total at a distorted geometry, with ωB97M-V/def2-TZVPD.

Bonds (Å) are listed after each position.
Cartesian coordinates (Å):
1 N 1.627 0.576 -1.111  C2 1.475, H4 1.062, H5 0.997
2 C 0.265 1.111 -1.294  N1 1.475, N3 1.291, H6 1.111
3 N -0.343 0.969 -2.424  C2 1.291, H7 1.068
4 H 1.889 0.456 -0.088  N1 1.062
5 H 2.405 0.890 -1.648  N1 0.997
6 H -0.133 1.813 -0.530  C2 1.111
7 H -1.069 1.739 -2.274  N3 1.068
8 C -0.769 -1.226 2.275  N9 1.372, O10 1.245, H11 1.106
9 N -0.798 -1.331 0.908  C8 1.372, H12 1.012, H13 1.017
10 O -1.618 -1.711 3.045  C8 1.245
11 H 0.002 -0.470 2.517  C8 1.106
12 H -1.054 -2.153 0.377  N9 1.012
13 H -0.405 -0.664 0.248  N9 1.017

Calculated values
structure (SMILES)	[H]/N=C/N.NC=O
ΔE to the lowest compared entry with this formula, charge and spin	217.1	kJ/mol

***

# 4
Computed, not measured: an isolated molecule of C4H5N at a distorted geometry, with ωB97M-V/def2-TZVPD.

Bonds (Å) are listed after each position.
Cartesian coordinates (Å):
1 C 2.248 -0.417 -0.105  C2 1.204, H6 1.068
2 C 1.065 -0.388 0.115  C1 1.204, C3 1.451
3 C -0.370 -0.404 0.336  C2 1.451, C4 1.478, N5 1.444, H7 1.085
4 C -1.120 0.856 0.158  C3 1.478, N5 1.622, H8 1.094, H9 1.108
5 N -1.147 -0.390 -0.880  C3 1.444, C4 1.622, H10 1.007
6 H 3.300 -0.438 -0.282  C1 1.068
7 H -0.702 -1.113 1.088  C3 1.085
8 H -0.505 1.690 -0.195  C4 1.094
9 H -2.136 0.592 -0.194  C4 1.108
10 H -0.632 -0.085 -1.690  N5 1.007

Calculated values
structure (SMILES)	C#C[C@H]1CN1
ΔE to the lowest compared entry with this formula, charge and spin	464.4	kJ/mol

***

E_LUMO across the listed records, respectively: -1.9525 2.1663 0.5365 1.1305 eV.
Gap between HOMO and LUMO across the listed records, respectively: 6.29 6.93 10.64 10.70 eV.